1.
Entry from OMol25: a structure of composition C26H44BN5P2V at a distorted geometry (wB97M-V/def2-TZVPD).

Positions of all 79 atoms, in Å:
V (-0.2901, 0.7221, 0.0439)
C (2.1432, 3.0563, 2.6056)
C (2.4457, 1.5972, 2.2358)
C (3.5084, 1.0370, 3.1833)
C (3.0378, 1.5860, 0.8122)
P (0.8461, 0.6085, 2.1673)
C (1.4441, -1.1693, 2.3224)
N (1.2878, -1.7675, 1.0079)
B (0.7911, -1.0189, -0.1289)
N (0.5537, -2.0355, -1.1315)
C (-0.1913, -1.7577, -2.3446)
P (-0.8514, 0.0038, -2.2092)
C (0.0601, 0.8848, -3.5949)
C (1.5545, 0.6776, -3.2925)
C (-0.2494, 0.3557, -4.9958)
C (-0.2181, 2.3964, -3.5661)
C (-2.6624, -0.2351, -2.5791)
C (-3.3185, 1.1206, -2.8749)
C (-3.0050, -1.2336, -3.6871)
C (-3.2321, -0.7685, -1.2526)
C (0.8838, -3.2984, -0.6249)
C (0.7941, -4.5607, -1.1887)
C (1.1633, -5.6605, -0.4111)
C (1.6119, -5.4955, 0.8980)
C (1.7044, -4.2248, 1.4703)
C (1.3388, -3.1317, 0.7024)
C (-0.1948, 0.8168, 3.7067)
C (-1.3348, -0.2028, 3.5375)
C (-0.8560, 2.2073, 3.7320)
C (0.5345, 0.5559, 5.0223)
H (3.0252, 3.6625, 2.3709)
H (1.9438, 3.1703, 3.6715)
H (1.3006, 3.4632, 2.0417)
H (4.3340, 1.7575, 3.2309)
H (3.9294, 0.0953, 2.8217)
H (3.1467, 0.8833, 4.1990)
H (3.9834, 2.1422, 0.8241)
H (2.3747, 2.0722, 0.0963)
H (3.2436, 0.5734, 0.4566)
H (0.8373, -1.6977, 3.0541)
H (2.4703, -1.2105, 2.6789)
H (-1.0194, -2.4568, -2.4489)
H (0.4246, -1.8605, -3.2361)
H (1.8588, -0.3717, -3.3617)
H (1.8212, 1.0344, -2.2971)
H (2.1397, 1.2475, -4.0230)
H (-0.1448, -0.7303, -5.0805)
H (0.4547, 0.8099, -5.7045)
H (-1.2541, 0.6345, -5.3173)
H (-0.0236, 2.8312, -2.5877)
H (-1.2409, 2.6354, -3.8509)
H (0.4471, 2.8836, -4.2887)
H (-3.1248, 1.4454, -3.8984)
H (-2.9836, 1.9085, -2.1945)
H (-4.4019, 1.0274, -2.7553)
H (-2.4944, -1.0274, -4.6228)
H (-4.0827, -1.1812, -3.8802)
H (-2.7833, -2.2634, -3.3974)
H (-3.1615, -0.0230, -0.4576)
H (-2.7300, -1.6833, -0.9216)
H (-4.2949, -0.9997, -1.3791)
H (0.4478, -4.6922, -2.2086)
H (1.1012, -6.6571, -0.8333)
H (1.8947, -6.3652, 1.4807)
H (2.0540, -4.0979, 2.4900)
H (-1.9065, -0.0172, 2.6253)
H (-2.0312, -0.0974, 4.3751)
H (-0.9909, -1.2384, 3.5230)
H (-1.2131, 2.5156, 2.7463)
H (-0.1882, 2.9804, 4.1054)
H (-1.7270, 2.1723, 4.3949)
H (1.0002, -0.4336, 5.0519)
H (-0.1821, 0.6083, 5.8494)
H (1.3019, 1.3043, 5.2127)
N (-0.3675, 2.7513, -0.0881)
C (-1.5014, 3.0707, 0.0669)
N (-2.6961, 3.4914, 0.1840)
C (-3.6925, 2.7413, 0.6634)
N (-4.5980, 2.1263, 1.0529)

- highest occupied orbital energy (spin up / spin down) (eV) = -7.348 / -7.919
- lowest unoccupied orbital energy (spin up / spin down) (eV) = 0.24 / 0.37
- spin multiplicity = 4

---

2.
Entry from OMol25: a structure of composition C26H44BrNOP2Pt at a distorted geometry (wB97M-V/def2-TZVPD).

Positions of all 76 atoms, in Å:
N (6.1854, 1.9724, 2.6248)
C (5.0054, 2.3613, 3.1063)
C (3.9648, 1.4506, 3.3157)
C (4.1810, 0.0883, 3.0059)
C (5.4725, -0.3098, 2.6057)
C (6.4460, 0.6812, 2.4293)
C (3.0629, -0.8240, 2.9346)
Pt (-0.5814, -1.2826, -0.4647)
P (-2.8445, -0.5396, -1.0084)
C (3.0869, -2.0262, 2.3038)
C (1.8010, -2.5777, 1.9029)
C (1.6484, -3.2385, 0.6768)
C (0.3790, -3.3678, 0.1044)
C (-0.7657, -2.8295, 0.8564)
C (-0.6284, -2.4510, 2.2433)
C (0.6535, -2.2649, 2.7027)
Br (-2.5514, -3.4497, 0.2128)
H (2.1494, -0.4402, 3.3920)
H (4.0067, -2.5057, 1.9605)
H (2.9918, 1.8004, 3.6514)
H (5.6993, -1.3489, 2.3922)
H (4.8678, 3.4219, 3.3330)
H (7.4555, 0.4092, 2.1141)
H (2.5360, -3.5924, 0.1516)
H (0.8178, -1.8613, 3.7062)
H (0.1691, -4.0171, -0.7439)
H (-1.5242, -2.2821, 2.8426)
P (0.7845, 0.2143, -1.4244)
C (-3.2418, -0.2574, 0.7935)
C (-4.6051, -0.7394, 1.2635)
H (-3.1244, 0.8264, 0.9610)
H (-2.4391, -0.7306, 1.3893)
H (-4.6170, -0.6703, 2.3607)
H (-5.4153, -0.1045, 0.8796)
H (-4.7749, -1.7886, 0.9917)
C (-3.6864, -1.7090, -2.1902)
C (-5.0542, -1.4675, -2.8267)
H (-3.7136, -2.6807, -1.6675)
H (-2.9540, -1.8436, -3.0056)
H (-5.3607, -2.3983, -3.3295)
H (-5.8373, -1.2288, -2.0967)
H (-5.0091, -0.6941, -3.6036)
C (-3.2474, 1.1224, -1.6245)
C (-4.7186, 1.5304, -1.5289)
H (-2.8816, 1.1716, -2.6590)
H (-2.6426, 1.8124, -1.0198)
H (-4.8345, 2.5029, -2.0256)
H (-5.3938, 0.8254, -2.0295)
H (-5.0394, 1.6560, -0.4847)
C (0.4008, 1.9982, -1.2975)
C (-0.4876, 2.7183, -2.3064)
H (1.3590, 2.5259, -1.2285)
H (-0.0396, 2.0753, -0.2994)
H (0.0933, 3.4555, -2.8765)
H (-0.9827, 2.0563, -3.0221)
H (-1.2709, 3.2926, -1.7914)
C (0.8620, -0.1765, -3.2178)
C (1.1834, -1.6417, -3.5331)
H (1.5927, 0.4940, -3.6934)
H (-0.1244, 0.0940, -3.6157)
H (0.6111, -1.9690, -4.4137)
H (2.2498, -1.7766, -3.7636)
H (0.9247, -2.3113, -2.6980)
C (2.5161, 0.0656, -0.7909)
C (3.2453, 1.3262, -0.3223)
H (3.1085, -0.4293, -1.5738)
H (2.4625, -0.6403, 0.0502)
H (4.2541, 1.0702, 0.0305)
H (3.3568, 2.0694, -1.1204)
H (2.7277, 1.8034, 0.5200)
C (-0.7739, 3.2102, 1.7188)
O (0.1151, 2.1566, 2.1327)
H (-1.6614, 2.8111, 1.1900)
H (-0.2157, 3.8195, 0.9959)
H (-1.1029, 3.8573, 2.5476)
H (-0.2820, 1.7192, 2.9034)

- highest occupied orbital energy (spin up / spin down) (eV) = -13.042 / -14.452
- lowest unoccupied orbital energy (spin up / spin down) (eV) = -6.55 / -9.33
- ΔE to the lowest compared entry with this formula, charge and spin (kJ/mol) = 137.9
- spin multiplicity = 3
- charge = +2

---

Q: What is the formula in the first record?
A: C26H44BN5P2V

---

Q: Which formula does entry 1 have?
A: C26H44BN5P2V

---

Q: The highest spin multiplicity belongs to which entry?
A: C26H44BN5P2V

---

Q: The highest spin multiplicity belongs to which entry?
A: C26H44BN5P2V